Formula: C20H54F3O10S8Tl
Source: the OMol25 dataset
Level of theory: ωB97M-V with the def2-TZVPD basis set

Geometry as XYZ:
```
96
Properties=species:S:1:pos:R:3:forces:R:3
Tl 5.262383 -4.169592 -1.963672 -0.043 0.090 0.093
C -0.556616 -0.066106 -0.459080 0.538 -4.588 0.514
O -1.745647 -0.834205 -0.126805 1.604 1.354 0.133
O 0.540477 -0.965311 -0.614218 -3.149 3.271 -0.063
C -0.975081 0.933698 -1.562024 -0.249 0.738 -1.347
F -0.574694 2.163480 -1.237852 0.136 0.293 0.458
F -0.454860 0.671217 -2.746029 0.282 -0.551 -0.225
F -2.314468 0.991395 -1.728395 0.523 -0.120 0.346
C -2.577510 -0.314305 0.903229 -1.552 -1.393 0.910
C -3.590200 -1.430807 1.193996 -0.680 -0.142 0.194
H -4.490603 -1.452163 0.580073 0.187 0.320 -0.347
H -3.163416 -2.430603 1.114307 0.381 0.181 -0.017
H -3.964210 -1.346188 2.214321 0.072 0.129 0.091
H -3.107144 0.620954 0.721867 0.182 0.146 -0.908
H -2.142727 -0.140231 1.887488 1.252 -0.093 -0.244
H -0.311067 0.539187 0.413520 0.468 0.422 0.521
C 2.897723 6.749247 1.329038 -0.585 0.642 0.336
S 4.565375 6.118768 1.792647 -1.971 -1.580 1.606
O 4.351066 5.414709 3.177951 0.505 1.244 -3.102
C 4.551774 4.875918 0.456806 0.732 -0.830 0.364
H 2.547744 6.749844 0.296754 0.982 -0.145 -0.393
H 2.827660 7.786031 1.658056 -0.015 -0.105 0.248
H 2.120597 6.159215 1.814876 0.403 -0.126 0.571
H 3.777488 4.110996 0.515707 -0.447 0.426 0.383
H 5.471068 4.303729 0.581675 0.238 0.192 -0.225
H 4.515229 5.340342 -0.528622 0.152 0.239 0.201
C 4.797123 -0.161249 3.728813 0.251 -1.262 0.172
S 6.465204 -0.713091 3.215840 -0.118 1.639 -0.985
O 6.422722 -0.655524 1.684482 0.226 -0.025 1.877
C 7.258517 0.805805 3.869424 0.725 0.319 -0.578
H 4.371166 -1.164230 3.755067 -1.021 0.372 -0.103
H 4.355077 0.511770 2.994142 0.222 -0.243 -0.122
H 4.731595 0.263150 4.730652 0.370 -0.049 -0.044
H 8.315296 0.889509 3.615805 -0.019 -0.407 -0.371
H 7.254685 0.890714 4.956112 -0.558 -0.388 0.006
H 6.755308 1.655946 3.408838 -0.126 -0.015 0.097
C 7.440392 2.526545 -5.083078 0.325 -0.737 0.273
S 6.199308 1.291016 -5.696908 -1.095 0.605 1.169
O 5.588354 0.576808 -4.487547 0.885 1.051 -1.368
C 5.053822 2.626647 -6.292849 0.467 -0.522 -0.787
H 8.447533 2.125303 -5.196193 -0.097 -0.228 -0.151
H 7.271973 2.595855 -4.008401 -0.274 0.249 -0.062
H 7.426028 3.492533 -5.587825 -0.382 -0.156 0.018
H 4.089308 2.249745 -6.633100 -0.085 -0.254 0.711
H 5.504049 2.899464 -7.247295 0.382 0.265 0.000
H 5.005333 3.518067 -5.667449 -0.129 -0.362 0.231
C -2.102279 0.648881 7.395751 -0.087 0.715 -0.888
S -0.343238 1.139011 7.574130 0.948 -1.502 -0.301
O 0.456114 -0.116784 7.347635 -0.409 0.642 0.338
C -0.009194 2.151665 6.095072 -1.358 0.310 -0.343
H -2.646822 1.588553 7.303044 -0.187 -0.010 0.067
H -2.532230 0.064135 8.208953 0.721 0.234 0.366
H -2.253320 0.061763 6.489886 0.321 0.082 -0.155
H -0.751538 2.948361 6.142861 0.077 0.268 -0.053
H -0.195393 1.603812 5.171330 -0.056 -0.399 0.188
H 0.981319 2.598607 6.009973 0.042 -0.321 0.764
C -5.902568 -2.076494 -3.835928 -0.142 -0.388 0.065
S -7.193704 -0.785025 -4.396714 0.311 -1.365 -0.981
O -7.316164 -0.820339 -5.917702 0.409 -0.175 2.334
C -8.647687 -1.723548 -3.765187 -0.358 -0.232 -0.737
H -6.295203 -3.052582 -4.120838 0.057 0.104 -0.400
H -5.700122 -2.175294 -2.769466 -0.924 0.658 0.444
H -4.869860 -1.968812 -4.167653 -0.368 0.542 -0.967
H -8.893075 -1.587162 -2.711960 0.281 0.308 -0.106
H -8.638534 -2.788193 -3.998742 0.783 -0.116 0.125
H -9.468595 -1.417718 -4.413764 -0.044 0.674 0.241
C 1.137931 -5.047362 4.435727 0.559 -0.717 -0.558
S 2.030041 -6.238993 3.326265 0.736 -0.077 0.925
O 3.262774 -5.557592 2.765851 -1.104 -0.408 0.604
C 2.661241 -7.402164 4.652683 -0.050 0.979 -0.269
H 0.220855 -5.524018 4.781952 -0.057 0.004 -0.228
H 0.942163 -4.215913 3.758635 -0.095 0.124 0.364
H 1.736944 -4.786082 5.308086 0.164 0.177 -0.262
H 1.899850 -7.863889 5.281318 -0.332 -0.098 -0.551
H 3.234513 -6.774217 5.334688 0.335 0.011 -0.234
H 3.294340 -8.126782 4.140614 -0.128 0.049 0.140
C -6.695305 5.591147 -2.150073 0.237 0.585 -0.306
S -6.584353 6.452242 -3.838924 -0.209 1.466 0.484
O -6.639655 7.971077 -3.589383 0.700 -3.020 -0.369
C -4.905668 5.829323 -4.457730 -0.365 -0.506 1.619
H -7.623889 5.919171 -1.682914 -0.209 0.050 -0.532
H -5.930854 5.920600 -1.446395 0.418 0.101 -0.424
H -6.693876 4.504344 -2.233506 0.035 0.125 -0.369
H -4.942387 4.741119 -4.407042 -0.560 -0.150 0.099
H -4.255767 6.096159 -3.624354 0.470 0.426 -0.461
H -4.538894 6.025607 -5.465230 -0.527 0.919 0.238
C -1.835624 -6.179603 -1.617398 0.451 -0.217 -0.339
S -0.715044 -6.217648 -3.085130 0.655 -1.711 0.406
O 0.595514 -6.873035 -2.649097 -1.657 0.856 -0.404
C -1.689943 -7.448691 -4.068988 -0.219 -0.244 0.076
H -2.013367 -7.170640 -1.199846 0.294 -0.123 -0.216
H -2.802520 -5.764020 -1.901137 0.172 0.273 -0.049
H -1.299287 -5.578106 -0.883484 -0.237 0.145 -0.063
H -2.402614 -6.908537 -4.692248 -0.014 0.145 0.145
H -2.221086 -8.170495 -3.448532 -0.065 0.344 0.410
H -1.117069 -8.099841 -4.729235 0.690 0.599 0.045
```
Positions in Å, forces in eV/Å.

The LUMO energy comes out at -10.7 eV. Its spin multiplicity is 1. The value obtained for the gap between HOMO and LUMO is 1.25 eV. The net charge is +2.

Formula: C6H6O4
Source: the OMol25 dataset
Level of theory: ωB97M-V with the def2-TZVPD basis set

Geometry as XYZ:
```
16
Properties=species:S:1:pos:R:3:forces:R:3
O 0.940984 -1.998711 0.602582 -0.897 0.583 -0.215
C 1.344438 -1.033389 0.009519 3.641 -1.915 -0.353
C 0.590530 0.076560 -0.635731 -2.340 2.086 -0.061
O 1.295072 0.855607 -1.577198 0.355 -0.812 0.087
C 0.241619 1.087324 0.508619 0.694 -0.309 0.074
C -0.686433 0.347161 1.495937 -1.032 0.378 -0.648
C -1.603296 -0.551868 1.051958 1.773 1.491 0.800
O -1.696434 -0.816730 -0.288188 -0.378 -0.318 -1.591
C -0.811282 -0.360921 -1.200284 1.475 -0.475 -1.501
O -0.996694 -0.358598 -2.411341 -0.275 0.032 2.583
H 2.527983 -1.023922 -0.096058 -1.863 0.869 -0.117
H 0.885065 0.799565 -2.453220 -0.144 -0.404 0.190
H -0.262550 1.967468 0.004997 0.556 -0.869 0.691
H 1.294852 1.436022 0.874217 -2.157 -0.495 -0.051
H -0.739542 0.734516 2.499662 0.081 -0.427 0.304
H -2.324313 -1.160084 1.614528 0.508 0.585 -0.191
```
Positions in Å, forces in eV/Å.

The LUMO energy comes out at 0.5 eV. Its spin multiplicity is 1. The value obtained for the gap between HOMO and LUMO is 10.17 eV.

Formula: C5H12N2
Source: the OMol25 dataset
Level of theory: ωB97M-V with the def2-TZVPD basis set

Geometry as XYZ:
```
19
Properties=species:S:1:pos:R:3:forces:R:3
H -0.951877 3.062483 -0.190502 -0.063 -0.115 0.025
N -0.073392 2.972106 -0.695385 0.270 0.779 0.024
C 0.119895 1.814378 -1.151851 -0.463 -0.964 -0.044
N -0.693884 0.717860 -1.069157 -0.497 -0.396 -0.097
C -0.273790 -0.618868 -1.422485 0.781 -0.425 -0.248
C 0.507322 -1.361349 -0.310274 -0.942 0.559 0.175
C -0.149158 -1.217805 1.081344 -0.061 0.272 -0.426
C 0.411871 -0.082979 1.919195 -0.281 0.534 0.440
H 1.011074 1.554996 -1.718550 0.308 0.336 0.019
H -1.608445 0.770582 -0.643044 0.281 0.386 0.069
H 0.371362 -0.585020 -2.322448 -0.326 0.107 0.306
H -1.148243 -1.200578 -1.708340 -0.160 0.043 0.041
H 0.533318 -2.425643 -0.559165 0.434 0.172 -0.190
H 1.489845 -0.896816 -0.271067 0.362 -0.425 -0.001
H -1.229482 -1.060121 0.943383 0.132 -0.267 0.173
H -0.004607 -2.139906 1.638144 -0.123 -0.163 0.006
H 0.102357 -0.175851 2.962706 0.107 -0.136 0.015
H 1.491479 -0.047116 1.885743 0.405 -0.217 0.079
H 0.094361 0.919653 1.631757 -0.163 -0.079 -0.366
```
Positions in Å, forces in eV/Å.

The LUMO energy comes out at 1.0 eV. Its spin multiplicity is 1. The value obtained for the gap between HOMO and LUMO is 9.89 eV.

Formula: C18H18F6O18
Source: the OMol25 dataset
Level of theory: ωB97M-V with the def2-TZVPD basis set

Geometry as XYZ:
```
60
Properties=species:S:1:pos:R:3:forces:R:3
O 21.235220 19.322480 -0.079240 0.018 0.155 0.454
C 21.287470 20.407370 0.415100 -0.221 -2.619 0.293
O 21.112510 21.507320 -0.229010 0.120 2.188 -2.170
C 21.236540 22.621760 0.643930 0.089 0.565 -0.828
C 21.980410 22.002640 1.813660 -1.349 -0.139 -1.223
F 21.548980 22.471810 2.948490 -0.699 1.127 2.504
O 21.481490 20.674420 1.724610 1.649 -0.450 0.607
H 21.797670 23.428440 0.172230 -0.024 -0.187 -0.190
H 20.209550 22.951820 0.800280 0.201 0.180 0.839
H 23.056930 22.172430 1.794330 0.218 -0.824 -0.283
O 28.984240 24.970810 -0.480640 4.613 -0.411 1.853
C 30.187890 25.016970 -0.131000 -4.139 1.181 -1.273
O 31.139320 25.459620 -0.950460 -0.809 0.393 -1.050
C 32.382920 25.472120 -0.349250 1.993 -2.714 -0.475
C 32.138910 25.095250 1.124580 -1.572 2.428 -1.050
F 32.206910 26.224120 1.847160 0.563 1.215 1.240
O 30.706270 24.848540 1.102970 0.689 -1.723 0.240
H 32.948580 24.640270 -0.768960 -0.072 -0.680 -0.125
H 33.046790 26.244400 -0.737770 -0.641 1.016 1.111
H 32.801100 24.402430 1.643810 -0.636 -0.704 -0.470
O 19.202360 12.424530 -8.865500 -0.942 4.027 3.294
C 18.851860 13.467770 -8.276850 0.959 -2.885 -3.623
O 18.134200 14.421480 -8.956870 -0.109 -1.194 0.575
C 17.663590 15.412430 -8.058730 2.258 0.746 0.200
C 18.224910 14.851750 -6.717010 -1.198 2.886 -0.931
F 17.168280 14.208510 -6.259670 -2.188 -1.172 2.411
O 19.140890 13.931400 -6.999760 1.750 -2.305 -2.230
H 18.191440 16.324360 -8.337760 -0.307 0.284 0.012
H 16.582840 15.553850 -8.067050 0.190 -0.342 0.050
H 18.663840 15.576070 -6.030850 -0.409 -0.039 0.248
O 18.014610 30.426510 2.058530 1.078 0.168 -0.649
C 19.166010 30.388590 1.719180 -2.520 -1.427 1.064
O 20.013150 31.379200 1.736060 0.059 1.330 -0.571
C 21.299080 30.859120 1.569230 1.671 1.894 0.208
C 21.179500 29.455930 1.106620 -1.502 0.434 0.910
F 21.929130 28.738440 1.966100 0.250 -1.248 -0.052
O 19.775940 29.225720 1.353290 1.152 -0.616 -0.890
H 21.905760 31.455700 0.887960 -0.295 0.275 0.002
H 21.742720 30.923920 2.562750 0.413 -0.399 -0.135
H 21.485040 29.273510 0.076340 -0.298 -0.417 0.109
O 23.922160 17.296030 6.465720 0.555 -0.445 -1.266
C 23.118170 17.703660 7.224390 2.381 -1.928 -0.308
O 22.188180 16.954520 7.773180 -2.095 -0.910 0.340
C 21.367930 17.769120 8.638230 0.291 -0.838 -0.776
C 21.903360 19.114360 8.280960 0.533 2.311 2.184
F 22.013370 19.848960 9.470630 0.034 -0.270 -0.899
O 23.207120 18.881220 7.786290 -1.488 2.253 0.704
H 20.312630 17.643200 8.396250 0.152 -0.122 0.083
H 21.604430 17.497980 9.667140 -0.193 0.227 -0.004
H 21.360420 19.761250 7.591870 -0.167 -0.275 -0.066
O 20.206890 8.554580 -2.237970 2.863 2.316 1.264
C 21.083520 9.405970 -2.058840 -5.294 -1.910 -1.337
O 20.882090 10.548430 -1.308620 -1.217 -2.363 -0.094
C 21.987560 11.327340 -1.392240 2.513 0.562 -1.366
C 22.950860 10.551700 -2.304420 -0.280 -0.047 0.588
F 23.950840 10.062880 -1.506820 0.289 -0.336 -0.623
O 22.162880 9.480570 -2.829850 1.790 1.226 0.822
H 21.853350 12.220560 -2.002360 -0.717 0.623 0.943
H 22.503230 11.420540 -0.436470 -0.316 0.627 0.001
H 23.340860 11.207330 -3.082980 0.365 -0.699 -0.196
```
Positions in Å, forces in eV/Å.

The LUMO energy comes out at 0.2 eV. Its spin multiplicity is 1. The value obtained for the gap between HOMO and LUMO is 11.27 eV.

Relative energy (zero: lowest compared OMol25 entry of this formula, charge and spin) readings, ordered: 209.46; 48.03; 15.43; 98.14 kcal/mol